No. 1
Below is a gas-phase ion, C3H9N2O (charge +1), with properties calculated with ωB97M-V with the def2-TZVPD basis set.

## Properties
multiplicity: 3
charge: +1
calculated total energy: -303.87154 hartree
maximum force: 4.40 eV Å⁻¹
<S²>: 2.005
frontier orbital gap (spin up / spin down): 4.5781 / 7.4776 eV

Atoms and positions in Å:
C  -0.807  0.761  -0.342
C  0.484  0.150  0.058
C  1.859  0.467  -0.361
N  0.170  -1.169  0.658
N  -1.979  -0.128  -0.265
O  -0.221  1.059  0.849
H  -1.015  1.495  -1.079
H  2.396  0.209  0.548
H  1.954  1.475  -0.628
H  2.293  -0.103  -1.251
H  0.683  -2.077  0.552
H  0.088  -0.899  1.641
H  -2.661  0.161  0.452
H  -0.939  -1.232  0.345
H  -2.307  -0.168  -1.178

These are the Mulliken partial charges, in e, on atoms 1 to 2: atom 1 (C): -0.243, atom 2 (C): -0.234

No. 2
Below is a gas-phase ion, C3H9N2O (charge +1), with properties calculated with ωB97M-V with the def2-TZVPD basis set.

## Properties
multiplicity: 3
charge: +1
calculated total energy: -304.04026 hartree
maximum force: 4.07 eV Å⁻¹
<S²>: 2.007
frontier orbital gap (spin up / spin down): 9.2865 / 11.0492 eV

Atoms and positions in Å:
C  -1.126  0.085  -0.373
C  0.887  -1.389  -0.074
C  -0.026  -0.270  0.551
N  -0.749  -0.821  1.715
N  0.827  1.062  0.641
O  -0.691  -0.182  2.713
H  -1.831  0.722  0.182
H  -1.849  -0.706  -0.795
H  -0.861  0.554  -1.366
H  1.924  -1.538  0.213
H  0.273  -2.296  0.133
H  0.875  -1.272  -1.193
H  1.742  0.916  0.293
H  0.376  1.689  -0.025
H  0.668  1.396  1.628

These are the Mulliken partial charges, in e, on atoms 1 to 2: atom 1 (C): -1.695, atom 2 (C): -1.393

No. 3
Below is a molecular structure, C3H9N2O2, with properties calculated with ωB97M-V with the def2-TZVPD basis set.

## Properties
charge: +1
calculated total energy: -379.18879 hartree
maximum force: 4.79 eV Å⁻¹
frontier orbital gap: 9.3636 eV

Atoms and positions in Å:
C  1.188  1.166  -0.295
C  1.086  -0.124  0.611
C  0.578  -1.211  0.020
N  -3.291  -0.465  -0.068
N  -2.059  -0.272  0.040
O  -4.148  0.363  -0.178
O  -1.677  1.012  0.291
H  2.199  1.086  -0.790
H  0.357  0.898  -0.969
H  0.915  2.088  0.213
H  0.674  -1.350  -1.110
H  1.287  -0.144  1.708
H  0.542  -2.206  0.554
H  -0.778  -1.109  0.071
H  -3.422  -1.570  -0.126
H  -2.318  1.740  0.247

These are the Mulliken partial charges, in e, on atoms 1 to 2: atom 1 (C): -0.802, atom 2 (C): 0.247

No. 4
Below is 2 unconnected molecules or ions with the total composition C3H9N2O2, with properties calculated with ωB97M-V with the def2-TZVPD basis set.

## Properties
charge: +1
calculated total energy: -379.49581 hartree
maximum force: 2.76 eV Å⁻¹
frontier orbital gap: 10.8218 eV

Atoms and positions in Å:
O  1.375  1.894  2.255
C  0.570  1.289  1.567
O  0.978  0.287  0.684
C  -0.925  1.498  1.568
H  1.931  0.240  0.864
H  -1.369  1.018  0.693
H  -1.113  2.559  1.568
H  -1.338  1.037  2.464
N  -0.108  -2.041  -0.621
C  -0.209  -1.447  -1.788
N  0.316  -0.272  -2.071
H  0.317  -1.560  0.194
H  -0.586  -2.930  -0.462
H  -0.752  -1.970  -2.598
H  0.160  0.103  -2.982
H  0.753  0.295  -1.334

These are the Mulliken partial charges, in e, on atoms 1 to 2: atom 1 (O): -0.495, atom 2 (C): 0.578

No. 5
Below is a molecular structure, C3H9N2O2, with properties calculated with ωB97M-V with the def2-TZVPD basis set.

## Properties
charge: +1
calculated total energy: -379.29834 hartree
maximum force: 4.35 eV Å⁻¹
frontier orbital gap: 10.2923 eV

Atoms and positions in Å:
C  0.469  0.426  -1.072
C  0.158  -0.894  0.332
C  0.699  1.198  1.529
N  0.909  -0.897  -0.791
N  -0.013  0.519  0.441
O  -0.549  0.392  -1.877
O  -1.791  -1.063  -0.275
H  1.195  1.019  -1.574
H  0.144  -1.583  1.157
H  1.671  1.495  1.154
H  -0.008  1.957  1.834
H  0.783  0.456  2.370
H  0.652  -1.577  -1.399
H  -1.140  0.774  0.332
H  -1.124  -0.326  -1.462
H  -2.054  -1.896  -0.698

These are the Mulliken partial charges, in e, on atoms 1 to 2: atom 1 (C): -0.237, atom 2 (C): 0.014

No. 6
Below is a gas-phase ion, C3H9N2O2 (charge +1), with properties calculated with ωB97M-V with the def2-TZVPD basis set.

## Properties
SMILES string: NOC[C@H]1[NH2+][C@@H]1O
charge: +1
calculated total energy: -379.31666 hartree
maximum force: 3.68 eV Å⁻¹
frontier orbital gap: 11.9745 eV

Atoms and positions in Å:
N  1.148  -0.591  -1.539
O  -0.037  0.241  -1.884
C  -1.138  0.053  -1.120
C  -0.919  0.259  0.330
N  0.137  -0.550  1.028
C  0.180  0.933  0.879
O  -0.040  1.674  1.985
H  1.948  0.192  -1.584
H  1.403  -1.038  -2.427
H  -1.523  -0.882  -1.298
H  -1.914  0.770  -1.521
H  -1.772  0.271  0.927
H  -0.082  -1.086  1.867
H  0.962  -0.889  0.492
H  1.166  1.157  0.455
H  -0.902  2.121  1.856

These are the Mulliken partial charges, in e, on atoms 1 to 2: atom 1 (N): -0.634, atom 2 (O): -0.265